Here is C57H79AsBN11Ti as an isolated structure from OMol25. Energies are from the ωB97M-V functional and the def2-TZVPD basis.

Structure (XYZ):
```
150
Properties=species:S:1:pos:R:3:forces:R:3:lowdin_spin:R:1
Ti -1.463418 0.632415 -0.558160 0.3 0.5 -0.8 1.65
C -0.081504 2.511804 -4.439661 -0.1 0.0 -0.1 0.00
C -1.121667 3.004220 -3.430104 0.1 0.0 -0.1 0.01
C -1.898749 4.190257 -3.997410 0.0 0.1 0.0 0.00
C -0.431140 3.339054 -2.145377 -0.3 -0.1 0.1 0.00
C 0.132801 4.566437 -1.779709 0.2 0.1 -0.2 0.00
C 0.663168 4.368601 -0.526279 0.0 -0.1 0.2 0.00
C 1.274819 5.440309 0.337252 -0.1 0.0 0.0 0.00
C 0.506729 5.585831 1.653620 0.0 0.0 0.1 0.00
C 2.786776 5.333885 0.533830 0.0 0.0 0.0 0.00
N 0.399902 3.087560 -0.160632 -0.2 0.0 -0.1 0.01
N -0.285704 2.454615 -1.170437 0.0 0.8 0.4 0.01
B 1.176490 2.222389 0.890601 0.0 0.0 0.0 0.00
N 2.180841 1.390754 0.041252 0.1 0.1 0.0 0.00
N 1.712548 0.919777 -1.149268 0.2 -0.5 0.2 0.00
C 2.754473 0.660444 -1.904738 0.2 -0.2 -0.1 0.00
C 3.950205 0.949132 -1.214344 0.0 0.1 -0.1 0.00
C 3.551429 1.445201 0.005277 -0.1 -0.1 0.0 0.00
C 4.482392 1.918555 1.090602 -0.1 0.0 0.0 0.00
C 5.272018 0.733528 1.663407 0.0 0.1 0.0 0.00
C 5.468493 2.963262 0.557474 0.0 0.0 0.0 0.00
C 2.597890 0.176952 -3.318942 0.1 0.0 0.0 0.00
C 3.116152 1.229903 -4.301667 0.1 0.0 0.0 0.00
C 3.311762 -1.154536 -3.549177 0.0 0.0 0.0 0.00
N 0.162314 1.481118 1.863938 -0.1 0.1 -0.2 0.01
N -1.047979 0.944856 1.453678 0.7 0.5 1.1 0.02
C -1.762577 0.716181 2.554679 -0.2 -0.2 0.1 0.03
C -1.040445 1.094429 3.682450 0.0 0.0 0.1 0.00
C 0.164610 1.568804 3.220304 0.2 0.0 0.0 0.02
C 1.308252 1.907354 4.152626 -0.1 0.0 0.0 0.00
C 2.477171 0.960032 3.912552 0.1 0.0 0.0 0.00
C 1.745368 3.369241 4.254218 0.0 0.0 0.0 0.00
C -3.128928 0.084983 2.567608 0.0 0.0 0.0 0.01
C -4.244914 1.113830 2.371157 0.0 0.0 0.0 0.00
C -3.366168 -0.661060 3.883641 0.0 0.0 0.1 0.00
H -0.555603 2.201973 -5.373978 0.0 0.0 0.0 0.00
H 0.618979 3.320158 -4.667337 0.0 0.0 0.0 0.00
H 0.486657 1.671871 -4.044936 -0.1 0.0 0.0 0.00
H -1.834336 2.198067 -3.233940 0.0 0.0 0.1 0.00
H -1.214274 4.950034 -4.381851 0.0 0.0 0.0 0.00
H -2.526741 3.867255 -4.830286 0.0 0.0 0.0 0.00
H -2.535140 4.659889 -3.242750 0.0 -0.1 -0.1 0.00
H 0.148215 5.486042 -2.343333 0.0 0.0 0.0 0.00
H 1.106199 6.355479 -0.236535 0.0 0.0 0.0 0.00
H 0.417150 4.629170 2.165263 0.0 0.0 0.0 0.00
H 1.012110 6.283988 2.325132 0.0 0.0 0.0 0.00
H -0.503044 5.964444 1.474864 0.0 0.0 0.0 0.00
H 3.056285 4.520875 1.204130 0.0 0.0 0.0 0.00
H 3.287100 5.163717 -0.420622 0.0 0.0 0.0 0.00
H 3.172471 6.263754 0.958530 0.0 0.0 0.0 0.00
H 1.804487 2.947335 1.589533 0.0 0.0 0.1 0.00
H 4.964338 0.836967 -1.567422 0.0 0.0 0.0 0.00
H 3.901850 2.376465 1.891976 0.0 0.0 0.0 0.00
H 5.917279 0.315345 0.887447 0.0 0.0 0.0 0.00
H 5.904288 1.052563 2.496694 0.0 0.0 0.0 0.00
H 4.619087 -0.065228 2.013982 -0.1 0.0 0.0 0.00
H 6.183035 2.495187 -0.123531 0.0 0.0 0.0 0.00
H 4.962732 3.757686 0.011128 0.0 0.0 0.0 0.00
H 6.034242 3.411360 1.378197 0.0 0.0 0.0 0.00
H 1.528893 0.030445 -3.492137 0.0 -0.1 0.1 0.00
H 4.192702 1.375172 -4.172818 0.0 0.0 0.0 0.00
H 2.937236 0.916794 -5.333823 0.0 0.0 0.0 0.00
H 2.630739 2.193886 -4.143358 0.1 0.0 0.0 0.00
H 4.390324 -1.045841 -3.401996 0.0 0.0 0.0 0.00
H 2.952332 -1.921404 -2.861363 0.0 0.0 0.0 0.00
H 3.145413 -1.507784 -4.569989 0.0 0.0 0.0 0.00
H -1.327210 0.989672 4.715973 0.0 0.0 0.0 0.00
H 0.893959 1.660780 5.133965 0.0 0.0 0.0 0.00
H 2.822735 1.036601 2.886036 0.0 0.0 0.0 0.00
H 3.312895 1.187572 4.580138 0.0 0.0 0.0 0.00
H 2.170384 -0.074515 4.068870 0.0 0.0 0.0 0.00
H 2.267913 3.715500 3.366197 0.0 0.0 0.0 0.00
H 0.895222 4.030902 4.428805 0.0 0.0 0.0 0.00
H 2.427990 3.471946 5.101492 0.0 0.0 0.0 0.00
H -3.169803 -0.638408 1.749059 0.0 0.0 0.0 0.00
H -4.254603 1.814149 3.210811 0.0 0.0 0.0 0.00
H -4.109643 1.688236 1.459339 0.0 0.0 -0.1 0.00
H -5.218014 0.613930 2.334809 0.0 0.0 0.0 0.00
H -3.563626 0.046738 4.693227 0.0 0.0 0.0 0.00
H -4.238925 -1.312646 3.797502 0.0 0.0 0.0 0.00
H -2.510406 -1.270700 4.174734 0.0 0.1 -0.1 0.00
N -4.657789 3.441359 -1.437969 -0.2 0.2 -0.2 0.01
C -3.920547 4.491679 -0.928088 0.0 0.0 0.1 0.00
C -2.823137 3.929997 -0.353030 0.0 -0.1 0.0 0.01
N -2.875541 2.563050 -0.502468 0.3 0.3 0.1 0.02
C -3.975444 2.311897 -1.154344 -0.3 -0.5 -0.2 0.02
C -4.349095 0.921483 -1.298977 0.0 0.6 0.2 0.05
N -3.556025 0.008399 -0.765267 -0.8 -0.2 0.0 0.01
C -4.329369 -1.135411 -0.700009 0.2 0.0 0.0 0.01
C -5.553799 -0.904918 -1.236457 0.0 -0.2 0.0 -0.01
N -5.551675 0.411734 -1.625170 -0.4 0.0 -0.1 0.02
H -5.523149 3.520346 -1.942187 0.0 0.0 0.0 0.00
H -4.239539 5.514213 -1.021739 0.0 0.0 0.0 0.00
H -1.998585 4.411298 0.146698 0.0 0.0 0.0 0.00
H -3.954406 -2.035859 -0.249585 0.0 0.0 0.0 0.00
H -6.399809 -1.552406 -1.383443 0.0 0.0 0.0 0.00
H -6.314469 0.899916 -2.060149 0.0 0.0 0.1 0.00
C -2.136255 -8.473427 -1.836347 0.0 0.0 0.0 0.00
C -1.827937 -7.076971 -1.366737 0.0 -0.1 0.0 0.00
C -0.866380 -6.829463 -0.404970 0.1 0.0 0.0 0.00
C -0.550674 -5.547099 0.050625 0.0 0.0 -0.1 0.00
C 0.595516 -5.509250 1.039441 -0.1 0.0 0.0 0.00
C -1.261637 -4.435284 -0.459611 0.1 -0.1 0.1 0.00
As -1.313820 -2.625023 0.395965 -0.2 0.1 -0.4 0.01
N -0.814337 -1.286705 -0.806033 0.2 -1.0 -0.4 0.01
C -0.583182 -1.529724 -2.158350 -0.2 -0.2 0.6 0.01
C 0.090534 -2.651447 -2.666629 0.2 0.1 -0.2 0.00
C 0.192229 -2.858689 -4.033450 0.0 0.0 0.0 0.00
C -0.360582 -1.964587 -4.946507 0.0 0.0 0.1 0.00
C -1.009759 -0.835452 -4.461155 0.1 0.0 0.0 0.00
C -1.114667 -0.623892 -3.098177 0.1 0.0 0.0 0.01
C 0.049427 -2.718297 1.783666 -0.1 0.0 0.2 0.00
C 1.398790 -2.390633 1.645885 0.0 0.1 0.0 0.00
C 2.024509 -2.153593 0.303526 0.1 0.1 -0.1 0.00
C 2.214643 -2.405722 2.775200 0.0 0.0 0.0 0.00
C 1.732851 -2.744944 4.030386 0.1 0.0 0.0 0.00
C 2.627092 -2.724006 5.241199 0.0 0.0 0.0 0.00
C 0.396146 -3.106769 4.141461 0.0 0.0 0.0 0.00
C -0.451858 -3.109181 3.040560 0.1 0.0 0.1 0.00
C -1.846714 -3.663691 3.228148 0.0 0.0 -0.1 0.00
C -2.216041 -4.682873 -1.469299 0.0 -0.1 0.0 0.00
C -2.995486 -3.612851 -2.191557 0.1 0.0 0.0 0.00
C -2.474682 -5.978473 -1.901371 0.0 0.0 0.0 0.00
H -1.564929 -9.214337 -1.277442 0.0 0.0 0.0 0.00
H -1.896813 -8.594087 -2.894836 0.0 0.0 0.0 0.00
H -3.196434 -8.703397 -1.714630 0.0 0.0 0.0 0.00
H -0.310622 -7.665713 0.007527 0.0 0.0 0.0 0.00
H 1.129953 -6.457539 0.984581 0.0 0.0 0.0 0.00
H 0.272339 -5.374252 2.074115 0.0 0.0 -0.1 0.00
H 1.303247 -4.719328 0.822126 0.0 0.0 0.0 0.00
H 0.533903 -3.357936 -1.979461 0.0 0.0 0.0 0.00
H 0.716693 -3.736597 -4.393789 0.0 0.0 0.0 0.00
H -0.282289 -2.138751 -6.011714 0.0 0.0 0.0 0.00
H -1.440857 -0.119152 -5.149823 0.0 0.0 0.0 0.00
H -1.649681 0.266684 -2.764668 -0.1 -0.1 -0.1 0.01
H 1.414948 -1.506498 -0.322065 0.0 0.1 0.0 0.00
H 2.139319 -3.105866 -0.228725 0.0 0.0 0.0 0.00
H 3.016452 -1.709870 0.403224 0.0 0.0 0.0 0.00
H 3.265515 -2.157009 2.658315 0.0 0.0 0.0 0.00
H 3.666481 -2.553171 4.960236 0.0 0.0 0.0 0.00
H 2.572323 -3.666127 5.789511 0.0 0.0 0.0 0.00
H 2.333723 -1.928844 5.931368 0.0 0.0 0.0 0.00
H 0.003265 -3.415221 5.106389 0.0 0.0 0.0 0.00
H -2.042960 -3.848532 4.284990 0.0 0.0 0.0 0.00
H -1.960953 -4.615188 2.698606 0.0 0.0 0.0 0.00
H -2.620541 -3.001940 2.841557 0.0 0.0 0.0 0.00
H -2.798002 -2.613948 -1.832244 0.1 0.1 0.0 0.00
H -4.070372 -3.800128 -2.118080 0.0 0.0 0.0 0.00
H -2.725222 -3.617767 -3.250212 0.0 0.0 0.0 0.00
H -3.211117 -6.119760 -2.688628 0.0 0.0 0.0 0.00
```
Forces are in eV/Å.

As for the spin multiplicity: 3. Its HOMO-LUMO gap (alpha / beta) is 5.189 / 6.128 eV. Its energy is -161417.93386 eV. The calculation puts the LUMO energy (alpha / beta) at -0.3 / -0.3 eV. The calculation puts the energy relative to the best compared isomer or geometry (same formula, charge and spin) at 26.3 kcal/mol.